# 1
Computed, not measured: an isolated molecule of C5H6O2, with wB97M-V/def2-TZVPD.

The energy above the lowest of the compared OMol25 structures with the same formula, charge and spin comes out at 47.9 kcal/mol. The value obtained for the orbital gap is 0.412 hartree. The HOMO energy comes out at -10.38 eV. The SMILES is C#C[C@@H](C)OC=O.

```
! RIJCOSX wB97M-V def2-TZVPD def2/J DEFGRID3
* xyz 0 1
C -0.4798 2.3130 -0.1614
C -0.3255 1.1401 0.0599
C -0.1913 -0.2885 0.3863
C -1.4272 -1.0675 -0.0399
O 0.9374 -0.9259 -0.2363
C 2.1286 -0.2928 -0.2261
O 3.1614 -0.8833 -0.3678
H -0.6112 3.3564 -0.3479
H -0.0517 -0.3820 1.4713
H -1.6479 -0.8868 -1.0952
H -2.2853 -0.7482 0.5578
H -1.2591 -2.1362 0.1103
H 2.0516 0.8017 -0.1110
*
```

These are the natural (NBO) partial charges, in e, on atoms 1 to 8: atom 1 (C): -0.207, atom 2 (C): -0.054, atom 3 (C): 0.019, atom 4 (C): -0.602, atom 5 (O): -0.505, atom 6 (C): 0.643, atom 7 (O): -0.542, atom 8 (H): 0.246

# 2
Computed, not measured: an isolated molecule of C4H8S, with wB97M-V/def2-TZVPD.

The energy above the lowest of the compared OMol25 structures with the same formula, charge and spin comes out at 12.5 kcal/mol. The value obtained for the orbital gap is 0.352 hartree. The HOMO energy comes out at -8.63 eV. The SMILES is CC1(C)CS1.

```
! RIJCOSX wB97M-V def2-TZVPD def2/J DEFGRID3
* xyz 0 1
C 0.6446 1.2796 -0.1463
C 0.1944 -0.0960 0.0145
C -0.6422 -0.7720 -1.0896
C -0.0763 -0.4802 1.3860
S 1.4113 -1.2619 0.7055
H 0.8981 1.6661 -1.0626
H -0.2622 1.9783 0.0030
H 1.4398 1.5985 0.6350
H -0.6170 -1.8987 -1.0290
H -1.6598 -0.3820 -1.0855
H -0.2918 -0.6688 -2.0697
H -0.9162 -1.1751 1.5024
H -0.1227 0.2122 2.2362
*
```

These are the natural (NBO) partial charges, in e, on atoms 1 to 8: atom 1 (C): -0.614, atom 2 (C): -0.129, atom 3 (C): -0.614, atom 4 (C): -0.484, atom 5 (S): 0.081, atom 6 (H): 0.221, atom 7 (H): 0.203, atom 8 (H): 0.232

# 3
Computed, not measured: a cluster of 2 separate species, C4H14N3 in total, with wB97M-V/def2-TZVPD.

The energy above the lowest of the compared OMol25 structures with the same formula, charge and spin comes out at 112.8 kcal/mol. The value obtained for the orbital gap (alpha / beta) is 0.307 / 0.307 hartree. The HOMO energy (alpha / beta) comes out at -13.35 / -13.35 eV.

```
! RIJCOSX wB97M-V def2-TZVPD def2/J DEFGRID3
* xyz 1 1
C -2.8729 0.3557 0.0537
C 2.5537 1.1865 0.0441
C -1.5836 -0.4489 -0.0237
C -0.3606 0.4804 0.0077
N 1.1654 -1.0563 1.0936
N 1.0324 -1.0276 -1.1760
N 0.8833 -0.2927 -0.0193
H -2.9407 0.8951 0.9945
H -2.9370 1.0704 -0.7626
H -3.7241 -0.3167 -0.0166
H 3.0160 0.8147 0.9359
H 3.0369 0.9595 -0.8882
H 2.0169 2.1131 0.1076
H -1.5666 -1.0301 -0.9479
H -1.5449 -1.1450 0.8160
H -0.3793 1.1446 -0.8587
H -0.3694 1.0917 0.9130
H 0.9894 -2.0493 0.9748
H 0.7597 -0.6843 1.9432
H 0.9501 -0.4688 -2.0179
H 1.8753 -1.5921 -1.1732
*
```

These are the natural (NBO) partial charges, in e, on atoms 1 to 8: atom 1 (C): -0.606, atom 2 (C): -0.254, atom 3 (C): -0.421, atom 4 (C): -0.234, atom 5 (N): -0.654, atom 6 (N): -0.634, atom 7 (N): 0.060, atom 8 (H): 0.212

# 4
Computed, not measured: a structure of composition C29H49BrCuN2OP2, with wB97M-V/def2-TZVPD.

The energy above the lowest of the compared OMol25 structures with the same formula, charge and spin comes out at 32.2 kcal/mol. The value obtained for the orbital gap (alpha / beta) is 0.250 / 0.161 hartree. The HOMO energy (alpha / beta) comes out at -12.98 / -12.98 eV.

```
! RIJCOSX wB97M-V def2-TZVPD def2/J DEFGRID3
* xyz 2 2
N -0.6524 -7.7392 -4.3797
C -0.2996 -7.7234 -3.0892
C -0.0217 -6.5469 -2.3997
C -0.1443 -5.2738 -3.0435
C -0.5034 -5.3384 -4.4100
C -0.7369 -6.5757 -5.0177
C 0.0380 -4.0469 -2.2915
Cu 0.6900 -1.5840 -1.4119
P -2.6232 3.5675 1.9139
C -0.4266 -2.7575 -2.6067
C -1.3195 -1.9648 -1.7341
C -2.3857 -1.1412 -2.2136
C -3.3498 -0.6442 -1.3474
C -3.2820 -0.8968 0.0350
C -2.1652 -1.5800 0.5375
C -1.2064 -2.1867 -0.3297
Br -4.6208 -0.2800 1.1638
H 0.4911 -4.2047 -1.3125
H -0.5351 -2.5716 -3.6703
H 0.2777 -6.6427 -1.3544
H -0.5719 -4.4202 -4.9946
H -0.2503 -8.7069 -2.6029
H -1.0188 -6.6198 -6.0765
H -2.5069 -0.9526 -3.2733
H -0.6063 -3.0054 0.0760
H -4.1568 0.0199 -1.6707
H -2.1748 -1.7620 1.6027
P 1.4088 0.8126 -1.2631
C -3.6690 2.5734 3.0420
C -5.1739 2.8561 2.9502
H -3.3151 2.7808 4.0585
H -3.4525 1.5188 2.8226
H -5.7517 2.0812 3.4575
H -5.4082 3.8074 3.4341
H -5.5009 2.9084 1.9153
C -2.9789 2.9643 0.2123
C -3.2386 4.1644 -0.7151
H -3.8476 2.2894 0.2338
H -2.1275 2.3602 -0.1320
H -3.4187 3.8478 -1.7529
H -4.1219 4.7263 -0.3730
H -2.3774 4.8503 -0.7057
C -0.9380 3.0961 2.3677
C -0.3810 4.0451 3.4504
H -0.3272 3.1545 1.4582
H -0.9277 2.0517 2.7055
H 0.7103 4.1553 3.3752
H -0.8336 5.0441 3.3236
H -0.6245 3.6667 4.4589
C 2.5730 1.8896 -0.2540
C 3.7068 2.5885 -1.0044
H 2.9615 1.2368 0.5368
H 1.9418 2.6346 0.2560
H 4.5469 1.9074 -1.1987
H 3.3715 3.0216 -1.9552
H 4.1015 3.4142 -0.3961
C 0.6874 2.2153 -2.2687
C -0.0931 1.7584 -3.4879
H 1.4695 2.9309 -2.5680
H 0.0177 2.7556 -1.5801
H 0.5432 1.2245 -4.1969
H -0.9273 1.1108 -3.1924
H -0.5161 2.6268 -4.0115
C 2.6311 -0.0275 -2.3745
C 3.6890 -0.7663 -1.5424
H 3.0840 0.6948 -3.0718
H 2.0552 -0.7416 -3.0026
H 3.8528 -1.7587 -1.9710
H 4.6555 -0.2484 -1.5134
H 3.3460 -0.9045 -0.5046
C 3.8970 -0.7598 4.5525
N 2.8705 0.0294 3.8904
C 2.4889 1.2871 4.4759
C 2.1421 -0.4185 2.8310
C 2.5165 -1.7708 2.2747
O 1.2288 0.2693 2.3433
H 4.3053 -0.1671 5.3725
H 4.7237 -1.0234 3.8757
H 3.5014 -1.6982 4.9699
H 2.4493 2.0860 3.7261
H 1.5016 1.2254 4.9533
H 3.2455 1.5249 5.2239
H 2.3148 -2.5604 3.0127
H 1.8948 -1.9456 1.3905
H 3.5788 -1.8181 1.9861
*
```

These are the Löwdin partial charges, in e, on atoms 1 to 8: atom 1 (N): 0.083, atom 2 (C): -0.113, atom 3 (C): 0.001, atom 4 (C): -0.192, atom 5 (C): 0.003, atom 6 (C): -0.116, atom 7 (C): 0.013, atom 8 (Cu): 0.318

# 5
Computed, not measured: a cluster of 2 separate species, C39H49F3NO9PS in total, with wB97M-V/def2-TZVPD.

The value obtained for the orbital gap is 0.295 hartree. The HOMO energy comes out at -9.32 eV. The SMILES is CCCCCCCCCCCc1c(C[C@@H](O)C(F)(F)F)c(Cc2ccccc2)c2c(c1OC(=O)c1ccccc1)C(=O)N(S)C2=O.COP(=O)(OC)OC.

```
! RIJCOSX wB97M-V def2-TZVPD def2/J DEFGRID3
* xyz 0 1
C 4.3909 3.3261 6.9647
C 3.9146 3.8517 5.5813
C 2.7609 2.9760 5.0546
C 3.2878 1.5598 4.7549
C 2.3389 0.7456 3.8595
C 1.6352 -0.4417 4.5720
C 1.5239 -1.6979 3.6757
C 0.0439 -2.0440 3.3491
C -0.1397 -2.7166 1.9579
C -1.2222 -1.9789 1.1393
C -0.9648 -1.9085 -0.3847
C 0.4371 -1.5665 -0.8305
C 0.9451 -2.2210 -1.9801
C 0.0974 -3.2088 -2.7675
C -0.9933 -2.5248 -3.6343
O -0.7510 -2.8739 -4.9825
C -2.4396 -2.9736 -3.3273
F -2.5756 -4.2825 -3.1016
F -3.0019 -2.3014 -2.3150
F -3.1959 -2.7035 -4.4152
C 2.2550 -1.9182 -2.4111
C 2.8975 -2.5221 -3.6602
C 2.4689 -1.6936 -4.8763
C 2.6103 -0.3060 -4.8762
C 2.2028 0.4609 -5.9555
C 1.6142 -0.1184 -7.0759
C 1.4857 -1.5006 -7.0834
C 1.9028 -2.2682 -6.0048
C 3.0137 -1.0231 -1.6797
C 2.5120 -0.3761 -0.5570
C 1.2266 -0.6341 -0.1603
O 0.7657 0.0982 0.9501
C 0.0580 1.1958 0.5112
O 0.0607 1.5107 -0.6455
C -0.7254 2.0094 1.4879
C -0.6980 3.3852 1.2751
C -1.3976 4.2665 2.0819
C -2.1557 3.7450 3.1255
C -2.1724 2.3805 3.3468
C -1.4633 1.4958 2.5486
C 3.5486 0.5620 0.0090
O 3.4248 1.4615 0.7674
N 4.7572 0.1433 -0.6464
S 5.7794 -0.8376 0.3122
C 4.4219 -0.5197 -1.8874
O 5.1452 -0.5630 -2.8283
H 4.7355 4.1357 7.6061
H 3.5622 2.7983 7.4432
H 5.1906 2.6031 6.8012
H 4.7463 3.7006 4.8889
H 3.6311 4.9014 5.6568
H 1.9790 2.9110 5.8201
H 2.3418 3.4215 4.1495
H 4.2274 1.6941 4.2061
H 3.5472 1.0376 5.6778
H 1.5766 1.3615 3.3759
H 2.9254 0.3101 3.0497
H 0.6539 -0.1430 4.9536
H 2.2313 -0.6610 5.4632
H 1.9423 -2.5358 4.2360
H 2.0416 -1.5615 2.7256
H -0.5920 -1.1687 3.4650
H -0.2626 -2.7567 4.1208
H -0.5036 -3.7253 2.1672
H 0.8144 -2.8131 1.4380
H -1.4087 -0.9723 1.4888
H -2.1633 -2.5208 1.2711
H -1.6221 -1.1418 -0.8118
H -1.3141 -2.8463 -0.8001
H -0.3357 -3.9374 -2.0796
H 0.7010 -3.8002 -3.4493
H -0.9298 -1.4412 -3.5005
H -0.8715 -2.0839 -5.5187
H 2.6188 -3.5652 -3.7832
H 3.9768 -2.3962 -3.5886
H 3.0295 0.2360 -4.0402
H 2.3279 1.5376 -5.9364
H 1.2812 0.4865 -7.9084
H 1.0174 -1.9554 -7.9503
H 1.7507 -3.3400 -6.0652
H -0.1163 3.7670 0.4445
H -1.3392 5.3209 1.8485
H -2.7144 4.4371 3.7435
H -2.7729 1.9902 4.1607
H -1.4839 0.4357 2.7379
H 5.1280 -2.0315 0.3671
C -8.2164 0.2741 -1.2943
O -6.9754 -0.3731 -1.0140
P -5.6677 0.6281 -0.8150
O -6.2648 1.6886 0.0490
O -5.6186 1.0217 -2.4056
C -5.6168 -0.0228 -3.3922
O -4.0571 0.9448 -0.6085
C -3.6639 2.3182 -0.6332
H -8.8634 -0.4747 -1.7508
H -8.6718 0.6252 -0.3712
H -8.0859 1.1050 -1.9863
H -6.5759 -0.0263 -3.9104
H -5.4492 -1.0060 -2.9561
H -4.8242 0.1826 -4.1096
H -3.8591 2.7816 0.3323
H -4.1772 2.8636 -1.4236
H -2.5906 2.3310 -0.8223
*
```

These are the Löwdin partial charges, in e, on atoms 1 to 8: atom 1 (C): -0.112, atom 2 (C): -0.256, atom 3 (C): -0.226, atom 4 (C): -0.202, atom 5 (C): -0.191, atom 6 (C): -0.182, atom 7 (C): -0.182, atom 8 (C): -0.184

# 6
Computed, not measured: a structure of composition C35H37Cl3MoN6O9Se, with wB97M-V/def2-TZVPD.

The energy above the lowest of the compared OMol25 structures with the same formula, charge and spin comes out at 3.2 kcal/mol. The value obtained for the orbital gap (alpha / beta) is 0.258 / 0.254 hartree. The HOMO energy (alpha / beta) comes out at -14.22 / -14.21 eV.

```
! RIJCOSX wB97M-V def2-TZVPD def2/J DEFGRID3
* xyz 2 3
Mo 0.2382 -0.6444 1.3485
C 1.7349 3.2219 1.9198
C 0.3149 2.7566 1.8312
C -0.6279 3.1760 2.7556
C -1.9763 2.8574 2.6097
C -2.4130 2.0927 1.5402
C -1.4848 1.6469 0.6078
C -0.1192 1.9638 0.7493
H 2.0364 3.3629 2.9563
H 1.8352 4.1845 1.4141
H 2.4205 2.5165 1.4532
H -0.3129 3.7922 3.5889
H -2.6900 3.2339 3.3321
H -3.4643 1.8726 1.4125
H -1.8335 1.1087 -0.2637
H 0.5720 1.7930 -0.0674
Cl 4.5463 -3.9485 -0.5078
C 2.9824 -3.9192 0.1989
C 2.3582 -5.0842 0.6157
C 1.1096 -4.9812 1.2083
C 0.5316 -3.7376 1.3605
N 1.1373 -2.6148 0.9408
C 2.3463 -2.7017 0.3680
H 2.8457 -6.0394 0.4860
H 0.5857 -5.8575 1.5588
H -0.4358 -3.6320 1.8278
H 2.8238 -1.7777 0.0696
Cl 4.7032 -1.7929 2.5447
C 3.7449 -0.5114 3.3048
Cl 4.4913 1.0652 3.1683
C 2.3997 -0.5578 2.6289
O 2.1866 0.0418 1.5167
O 1.4712 -1.2476 3.0964
H 3.6152 -0.7618 4.3571
O -4.3174 -2.8665 6.8487
N -3.5675 -1.9586 7.1141
O -3.4239 -1.4231 8.1851
C -2.7652 -1.4239 5.9935
C -1.8404 -0.4179 6.2522
C -1.0740 0.0579 5.2141
C -1.2327 -0.3995 3.8897
O -0.5968 0.1703 2.9067
C -2.1871 -1.4143 3.7014
C -2.9615 -1.9386 4.7355
N -2.4417 -1.9296 2.3759
O -1.6581 -1.6631 1.4110
O -3.3932 -2.6230 2.1847
N -0.0601 1.0892 5.5255
O -0.3261 1.8458 6.4217
O 0.9641 1.0900 4.8732
H -1.7148 -0.0301 7.2553
H -3.6924 -2.7170 4.5652
C 3.2697 -1.5841 -3.5062
C 2.6107 -0.4430 -4.2630
C 2.9731 0.9310 -3.7065
C 2.2997 1.2770 -2.3833
N 0.8505 1.4327 -2.5543
C -0.1296 0.5875 -2.1946
Se 0.0982 -0.9972 -1.1871
N -1.2988 1.0230 -2.6871
C -2.6025 0.3439 -2.6526
C -3.0494 -0.0918 -4.0476
C -2.1035 -1.0613 -4.7526
C -2.0865 -2.4538 -4.1376
C -1.0776 2.2275 -3.3496
C -1.9563 3.1183 -3.9657
C -1.3952 4.2575 -4.4990
C -0.0137 4.5122 -4.4230
C 0.8526 3.6381 -3.8036
C 0.2830 2.4855 -3.2651
H 3.0164 -2.5516 -3.9368
H 2.9613 -1.6053 -2.4605
H 4.3552 -1.4872 -3.5288
H 1.5220 -0.5674 -4.2758
H 2.9137 -0.4857 -5.3099
H 2.7375 1.7097 -4.4342
H 4.0514 0.9909 -3.5400
H 2.6676 2.2251 -1.9849
H 2.4572 0.5152 -1.6165
H -3.3078 1.0513 -2.2104
H -2.5046 -0.5027 -1.9706
H -3.2056 0.7934 -4.6654
H -4.0330 -0.5532 -3.9334
H -1.0944 -0.6370 -4.7892
H -2.4165 -1.1389 -5.7946
H -1.7699 -2.4479 -3.0943
H -1.4127 -3.1165 -4.6777
H -3.0810 -2.8993 -4.1735
H -3.0185 2.9375 -4.0194
H -2.0335 4.9793 -4.9875
H 0.3750 5.4205 -4.8593
H 1.9109 3.8416 -3.7439
*
```

These are the Löwdin partial charges, in e, on atoms 1 to 8: atom 1 (Mo): 1.652, atom 2 (C): -0.027, atom 3 (C): -0.255, atom 4 (C): -0.017, atom 5 (C): -0.028, atom 6 (C): -0.061, atom 7 (C): -0.115, atom 8 (C): -0.132